# 1
A structure of composition C20H42LiO2, computed with ωB97M-V/def2-TZVPD.

frontier orbital gap	5.6789	eV
HOMO level	-10.372	eV
ΔE to the lowest compared entry with this formula, charge and spin	0.3535	eV

Structure (ORCA input):
```
! RIJCOSX wB97M-V def2-TZVPD def2/J DEFGRID3
* xyz 1 1
C 7.69582 -2.93597 2.12031
C 8.04971 -1.49449 1.69337
C 8.47157 -1.38638 0.20938
C 7.79406 -0.29586 -0.62939
C 6.27539 -0.23241 -0.43867
C 5.57122 0.54206 -1.55403
C 4.04550 0.31890 -1.54509
C 3.23915 1.42234 -0.82893
C 2.49764 0.92957 0.42279
C 1.38554 1.87631 0.87092
C 0.15769 1.84592 -0.05765
C -0.93253 0.86612 0.38851
C -2.33795 1.28927 -0.02655
C -3.39797 0.24779 0.35456
C -4.82543 0.81827 0.31163
C -5.82829 -0.13694 -0.32556
C -7.20674 0.48932 -0.56677
C -8.19357 0.07839 0.51168
O -8.39804 -1.31352 0.49854
C -9.68032 -1.75307 0.88408
O -7.59382 0.15463 -1.89050
C -8.97236 0.22125 -2.18486
H 8.53601 -3.42891 2.61558
H 7.35643 -3.54681 1.28022
H 6.88626 -2.94119 2.84591
H 8.88281 -1.17051 2.31613
H 7.22204 -0.83114 1.91211
H 9.55543 -1.15859 0.19053
H 8.22155 -2.34502 -0.28223
H 8.26509 0.67133 -0.45642
H 7.97847 -0.52578 -1.68271
H 5.88510 -1.25335 -0.38649
H 6.05848 0.25767 0.51126
H 5.75950 1.60266 -1.38361
H 6.00166 0.28346 -2.52136
H 3.84123 -0.62446 -1.03273
H 3.68633 0.18474 -2.56365
H 2.52889 1.85693 -1.53095
H 3.90165 2.23156 -0.51506
H 3.24556 0.83347 1.21646
H 2.07621 -0.06407 0.25247
H 1.78158 2.89140 0.94378
H 1.05249 1.60366 1.87319
H -0.25780 2.84979 -0.14902
H 0.47243 1.55598 -1.06304
H -0.91690 0.75448 1.47542
H -0.74166 -0.12987 -0.02243
H -2.37851 1.47514 -1.10102
H -2.58382 2.22191 0.48865
H -3.15918 -0.12954 1.34920
H -3.33726 -0.58088 -0.35324
H -5.14452 1.09781 1.31834
H -4.81343 1.73812 -0.27897
H -5.94877 -1.04047 0.27241
H -5.43729 -0.45114 -1.29440
H -7.11972 1.58250 -0.49036
H -7.74904 0.38634 1.46861
H -9.13259 0.63036 0.41927
H -9.65042 -2.21361 1.87305
H -10.40917 -0.94146 0.89837
H -10.02669 -2.50538 0.17451
H -9.49484 -0.65014 -1.78676
H -9.06246 0.20780 -3.26874
H -9.43506 1.14307 -1.82582
Li 9.78764 -3.07933 0.07575
*
```

---

# 2
An isolated molecule of C5H12N2O in a non-equilibrium geometry, computed with ωB97M-V/def2-TZVPD.

frontier orbital gap	10.1987	eV
HOMO level	-9.377	eV
ΔE to the lowest compared entry with this formula, charge and spin	1.6611	eV

Structure (ORCA input):
```
! RIJCOSX wB97M-V def2-TZVPD def2/J DEFGRID3
* xyz 0 1
C 0.09840 -1.34733 -2.31944
C 0.97887 -0.83565 -1.18449
C 0.63117 0.51225 -0.59197
C -0.81793 0.48830 0.00537
N -0.96979 -0.31657 1.27850
C -0.26795 0.29099 2.39640
N -0.27176 1.64148 2.52323
O 0.34851 -0.42025 3.27447
H 0.65011 -2.03806 -3.07620
H -0.71850 -1.93200 -1.95468
H -0.24698 -0.50110 -3.00704
H 1.95509 -0.99189 -1.60588
H 1.02574 -1.59512 -0.28603
H 0.70985 1.30183 -1.44305
H 1.42128 0.90355 0.03689
H -1.57181 0.29716 -0.77688
H -1.12228 1.55190 0.23310
H -1.01183 -1.38327 1.11855
H -0.71350 2.32960 1.91724
H -0.10666 2.04417 3.46193
*
```

---

# 3
A structure of composition C10H10N2O4V in a non-equilibrium geometry, computed with ωB97M-V/def2-TZVPD.

frontier orbital gap (alpha / beta)	6.1379 / 3.8911	eV
HOMO level (alpha / beta)	-19.174 / -19.180	eV

Structure (ORCA input):
```
! RIJCOSX wB97M-V def2-TZVPD def2/J DEFGRID3
* xyz 3 3
V 0.18744 -0.13439 -0.23517
O 0.41133 2.96981 -0.06997
C 0.31842 1.81228 -0.16156
C 0.09218 -2.10330 -0.35293
O 0.04428 -3.26453 -0.30725
C 2.14408 -0.22903 -0.38054
O 3.30486 -0.28884 -0.34508
C -1.75046 -0.06077 -0.42188
O -2.91449 -0.02783 -0.44517
C 0.24100 0.52343 -5.48516
H -0.66605 1.14165 -5.49341
H 1.20296 1.05205 -5.47321
C 0.17714 -0.81716 -5.54211
H 1.08441 -1.43409 -5.57871
H -0.78428 -1.34399 -5.59908
C -1.45922 1.56843 2.50419
C -0.49041 0.46818 2.67247
N 0.18515 -0.24383 1.76615
C 0.97649 -1.18130 2.46184
C 0.75489 -1.00337 3.79420
N -0.16431 0.03054 3.89884
H -2.39392 1.28739 3.01468
H -1.05538 2.46985 2.99126
H -1.66816 1.77754 1.45403
H 1.61190 -1.87912 1.93797
H 1.16441 -1.51802 4.64820
H -0.55426 0.42844 4.74739
*
```

---

# 4
A structure of composition C4H5CuMgO in a non-equilibrium geometry, computed with ωB97M-V/def2-TZVPD.

frontier orbital gap	6.6714	eV
HOMO level	-16.398	eV
ΔE to the lowest compared entry with this formula, charge and spin	3.0695	eV

Structure (ORCA input):
```
! RIJCOSX wB97M-V def2-TZVPD def2/J DEFGRID3
* xyz 2 1
C -1.20215 1.46517 -0.11491
C -2.25177 0.86962 -0.37830
H -3.20347 0.38787 -0.54748
C -0.51341 -0.58203 0.29468
C 0.93417 -0.67035 -0.06067
O 1.67163 0.43491 -0.05030
Mg 0.75932 2.19095 0.03224
H -1.07836 -1.51713 0.16207
H -0.57966 -0.36035 1.37034
H 0.00531 -0.85304 -1.06959
H 1.42189 -1.54242 0.40679
Cu 4.03648 0.17680 -0.04488
*
```

---

# 5
A cluster of 25 separate species, C73H190N22O25 in total in a non-equilibrium geometry, computed with ωB97M-V/def2-TZVPD.

frontier orbital gap	8.6245	eV
HOMO level	-8.529	eV

Structure (ORCA input):
```
! RIJCOSX wB97M-V def2-TZVPD def2/J DEFGRID3
* xyz 0 1
C -2.29047 7.45396 1.03010
O -3.29166 6.74810 0.88988
N -2.27770 8.78844 0.65361
N -1.00771 6.94526 1.44295
H -3.10807 9.16593 0.19482
H -1.56210 9.48952 0.73559
H -0.89684 6.02740 1.88246
H -0.19439 7.52900 1.64068
C -4.98500 2.54727 -2.98030
O -5.51284 1.61037 -3.56469
N -5.09814 3.91690 -3.36829
N -4.27238 2.35314 -1.76007
H -4.60204 4.58690 -2.76071
H -5.80658 4.20567 -4.01435
H -4.00830 1.43871 -1.42171
H -3.80909 3.17982 -1.40282
C -6.94476 -2.52213 1.49016
O -7.10553 -2.44079 0.29538
N -5.70828 -2.32194 2.08880
N -7.94499 -2.99513 2.34689
H -5.11289 -1.81982 1.46149
H -5.53280 -2.24255 3.08283
H -8.70422 -3.26070 1.72325
H -8.26060 -2.43618 3.14531
C 5.72696 2.35067 0.45252
O 5.25627 3.47744 0.29368
N 6.20643 1.98807 1.72311
N 5.91539 1.45490 -0.57729
H 6.45529 2.73917 2.35087
H 6.88106 1.28571 1.74251
H 6.14484 0.53501 -0.26691
H 5.42890 1.50203 -1.48280
C 2.60220 6.38277 1.71893
O 1.88321 7.39245 1.63607
N 1.94778 5.12278 2.03563
N 3.97849 6.31669 1.55867
H 2.56110 4.28870 1.94741
H 1.03423 4.90588 1.66689
H 4.48310 7.15572 1.32959
H 4.50065 5.57087 1.97159
C -2.24077 3.81470 2.86146
O -1.47993 4.66988 3.24901
N -3.17149 3.99000 1.84973
N -2.30191 2.44493 3.38292
H -3.82565 3.23256 1.75555
H -3.59084 4.91365 1.80612
H -3.12289 1.90632 3.20018
H -1.80066 2.24725 4.22291
C 1.69019 7.99500 -2.09288
O 1.57611 7.68726 -3.27505
N 0.61924 8.43942 -1.24119
N 2.81990 7.92966 -1.32728
H 0.59307 8.37078 -0.23401
H -0.30330 8.44046 -1.69828
H 3.71698 7.54881 -1.64341
H 2.70711 8.01987 -0.33056
C 5.83789 6.78365 -2.12707
O 6.30424 7.34276 -1.15651
N 5.35270 5.46063 -1.98004
N 5.71333 7.31553 -3.39069
H 4.77745 5.01441 -2.69684
H 5.41788 5.05955 -1.08404
H 6.36812 8.07003 -3.63736
H 5.49866 6.58625 -4.05235
C -2.02683 5.46913 -7.08341
C -2.02775 4.11927 -6.42104
C -3.40704 3.50391 -6.64385
C -3.34905 2.00842 -6.39119
C -2.28817 1.40135 -7.33539
C -0.89747 1.85316 -7.03969
N -0.98173 3.30525 -7.23559
O 0.31148 3.95733 -7.02592
C -0.45799 1.42462 -5.63268
C 0.13087 1.29819 -8.04597
C -1.65702 4.28721 -4.96100
H -2.04381 5.44504 -8.17629
H -1.11320 5.87246 -6.79156
H -2.78803 6.11886 -6.72809
H -4.19575 3.98046 -6.11491
H -3.72751 3.76790 -7.68642
H -4.26904 1.46968 -6.52676
H -2.94407 1.70798 -5.42878
H -2.38848 1.61957 -8.39993
H -2.27517 0.30176 -7.23730
H 0.59101 1.69186 -5.46405
H -0.98756 1.80667 -4.79221
H -0.54284 0.30774 -5.61371
H 0.28853 0.24022 -7.98598
H -0.21350 1.52226 -9.04888
H 1.12991 1.70173 -7.85846
H -2.32992 5.06874 -4.55643
H -0.64114 4.63229 -4.84906
H -1.94023 3.39013 -4.35847
H 0.55185 4.20374 -7.88784
C 3.24955 -4.46314 -5.39104
C 1.90963 -4.30984 -4.64160
C 2.10984 -3.07270 -3.70544
C 0.86936 -2.39129 -3.27676
C 0.13108 -2.01511 -4.55909
C -0.25825 -3.22901 -5.34728
N 0.97944 -3.87122 -5.69757
O 0.70881 -5.03939 -6.55251
C -1.25285 -4.05502 -4.50395
C -0.98219 -2.79583 -6.64688
C 1.68426 -5.54267 -3.79570
H 3.22894 -5.27793 -6.10389
H 4.06863 -4.63620 -4.68986
H 3.40710 -3.54874 -5.94030
H 2.81924 -3.42194 -2.97656
H 2.65948 -2.32179 -4.33201
H 1.11122 -1.45520 -2.68722
H 0.19282 -2.95213 -2.61745
H 0.63558 -1.22640 -5.17390
H -0.79369 -1.54664 -4.18712
H -1.80167 -3.40025 -3.86642
H -2.04192 -4.58408 -5.10160
H -0.75417 -4.84171 -3.89057
H -0.31497 -2.15010 -7.21070
H -1.21238 -3.65252 -7.28322
H -1.89004 -2.23589 -6.41493
H 2.63643 -5.80285 -3.37594
H 1.34014 -6.39726 -4.34466
H 1.05744 -5.32797 -2.93477
H 0.25642 -5.68926 -5.97407
C -0.84167 1.95474 0.50037
C 0.28644 1.44677 -0.41713
C 1.47193 2.34405 -0.18827
C 2.26448 1.95031 1.05103
C 2.69729 0.45502 1.00513
C 1.53670 -0.46821 0.85146
N 0.68996 0.06275 -0.30542
O -0.48990 -0.76966 -0.27661
C 2.00866 -1.86612 0.41143
C 0.91579 -0.50561 2.26113
C -0.19231 1.63120 -1.82737
H -0.66205 1.76159 1.55859
H -1.84410 1.57434 0.22907
H -0.94894 3.02534 0.41900
H 2.16305 2.23794 -1.07386
H 1.17606 3.40891 -0.22626
H 1.61936 2.15027 1.92525
H 3.14911 2.58720 1.11595
H 3.38991 0.15202 1.83326
H 3.31385 0.33809 0.09344
H 2.23765 -1.77064 -0.65320
H 2.86296 -2.22595 1.00932
H 1.15431 -2.55525 0.55178
H 0.10891 -1.26265 2.36245
H 1.75417 -0.82638 2.91309
H 0.51683 0.43971 2.70597
H 0.38185 1.03942 -2.53799
H -0.29869 2.62135 -2.22213
H -1.19606 1.19132 -1.93485
H -0.59698 -1.22916 -1.12232
C -8.32987 -6.12544 -1.26714
C -6.81200 -6.26031 -1.50840
C -6.22269 -4.97594 -2.23789
C -4.72827 -4.81051 -2.12933
C -4.35719 -4.87691 -0.61695
C -4.75324 -6.18536 0.00557
N -6.25477 -6.29584 -0.12616
O -6.51665 -7.53722 0.52524
C -3.96087 -7.37591 -0.62082
C -4.49411 -6.11767 1.53177
C -6.48732 -7.44505 -2.41927
H -8.84660 -5.97691 -2.20983
H -8.51448 -5.36021 -0.53587
H -8.84501 -6.98715 -0.87688
H -6.51541 -5.13480 -3.30097
H -6.68665 -4.09572 -1.76597
H -4.59414 -3.79682 -2.43056
H -4.14868 -5.47752 -2.76932
H -4.87235 -4.05146 -0.15104
H -3.28456 -4.76927 -0.51808
H -3.06437 -7.60397 -0.03577
H -4.49565 -8.27003 -0.83883
H -3.66381 -7.05348 -1.65369
H -5.43237 -5.65834 1.92505
H -4.49265 -7.15273 1.92622
H -3.53213 -5.62238 1.65549
H -6.47723 -8.39322 -1.89090
H -5.59948 -7.18098 -2.92130
H -7.26747 -7.37691 -3.16825
H -7.15604 -7.30722 1.19140
C 2.24948 -6.08850 4.15117
C 3.36367 -5.36992 5.00852
C 3.97068 -4.32168 4.16014
C 3.14949 -3.00801 4.00903
C 2.81099 -2.50110 5.34571
C 2.15408 -3.53371 6.20745
N 3.00179 -4.75792 6.29658
O 2.42022 -5.74116 7.12360
C 2.08537 -2.91006 7.63164
C 0.73218 -3.79426 5.75012
C 4.40769 -6.43579 5.34915
H 1.54661 -6.67847 4.74024
H 2.78657 -6.81868 3.51815
H 1.73707 -5.42022 3.46256
H 4.88528 -3.95024 4.67066
H 4.27780 -4.74415 3.18975
H 2.30049 -3.24981 3.38503
H 3.77424 -2.37803 3.41735
H 2.13119 -1.64424 5.24445
H 3.73669 -2.17096 5.81573
H 1.54507 -1.97009 7.66739
H 1.62641 -3.59437 8.35496
H 3.10029 -2.60807 7.92681
H 0.20625 -4.52795 6.32227
H 0.22796 -2.85216 5.77601
H 0.66585 -4.23829 4.74798
H 4.01017 -7.39656 5.68152
H 5.01198 -5.95808 6.13161
H 4.93419 -6.64101 4.39492
H 1.56409 -5.93343 6.74700
C 2.86871 1.13702 5.18365
C 2.44185 2.64517 5.33187
C 2.08093 2.94993 6.80407
C 3.32213 3.22986 7.66116
C 4.17676 4.28387 6.93992
C 4.63163 3.89627 5.56636
N 3.38231 3.59200 4.82267
O 3.69721 3.35366 3.41733
C 5.21921 5.17450 4.90567
C 5.64943 2.74744 5.59657
C 1.10982 2.74608 4.55188
H 3.52320 0.90307 6.00997
H 3.39460 1.12258 4.22639
H 1.96539 0.54324 5.10724
H 1.34641 3.73678 6.88257
H 1.64340 2.03107 7.19869
H 3.91487 2.34600 7.91788
H 2.97108 3.50328 8.65105
H 5.01832 4.62702 7.60376
H 3.54601 5.16223 6.79785
H 6.25574 5.36624 5.21947
H 5.33860 4.97253 3.83100
H 4.44029 5.95258 4.91261
H 6.35037 3.06056 6.41535
H 5.18644 1.80925 5.91380
H 6.22887 2.67466 4.68275
H 0.31710 2.13423 4.94353
H 1.23502 2.34380 3.54334
H 0.81516 3.82409 4.42578
H 4.12504 2.51078 3.23699
C 3.82326 1.27583 -3.86086
O 4.32519 2.01174 -2.72610
H 4.13561 1.77873 -4.77514
H 4.13491 0.23281 -3.77440
H 2.70969 1.23917 -3.89654
H 3.61021 2.40897 -2.28720
C 5.78743 -2.30096 0.69163
O 6.09592 -1.02848 1.32052
H 6.70260 -2.82386 0.43513
H 5.25405 -3.02275 1.33229
H 5.16949 -2.17699 -0.22293
H 5.31400 -0.86119 1.88396
C -2.66352 -0.99203 2.30615
O -3.14651 -0.87226 0.97605
H -1.86206 -1.69867 2.29842
H -2.37982 0.02851 2.65633
H -3.48758 -1.35778 2.93528
H -2.34526 -0.78668 0.41405
C -6.10828 1.56542 1.03984
O -4.84046 1.33472 1.65845
H -6.82424 1.75548 1.84127
H -6.16185 2.39033 0.30679
H -6.45339 0.71429 0.44725
H -4.32039 0.65657 1.21954
C -2.96022 -4.73699 4.55988
O -3.67840 -3.67390 3.98504
H -3.45893 -5.66123 4.25468
H -1.92804 -4.91331 4.25455
H -3.08824 -4.65721 5.61193
H -3.89776 -3.86035 3.03940
C -5.09443 -1.11414 -2.14528
O -3.96519 -0.61086 -2.82749
H -5.71611 -0.28439 -1.83543
H -5.69080 -1.78323 -2.80976
H -4.79984 -1.63057 -1.24105
H -4.32712 0.04905 -3.44842
C -0.75802 -0.19183 6.26115
O -1.52828 1.00786 6.17412
H -0.89997 -0.80422 5.39085
H 0.27524 0.18703 6.38657
H -0.99874 -0.81506 7.10139
H -2.43586 0.77355 6.22917
C 4.12268 -5.37050 -0.63951
O 3.49835 -5.59578 0.63185
H 3.26383 -5.05247 -1.20500
H 4.82043 -4.53956 -0.47633
H 4.61825 -6.13976 -1.20620
H 2.87418 -6.31099 0.53128
C -1.80406 5.19263 -1.51721
O -3.14963 4.85413 -1.16834
H -1.21109 5.21225 -0.57747
H -1.46868 4.41589 -2.20538
H -1.89086 6.19777 -1.90652
H -3.33272 5.28715 -0.33475
C 2.53677 4.55991 -4.66752
O 3.27919 5.46447 -3.85782
H 2.00489 3.77522 -4.08755
H 1.86156 5.04032 -5.35132
H 3.18263 3.91173 -5.22222
H 2.66831 6.20016 -3.60848
C -0.06130 -6.06342 0.64306
O 0.96350 -7.10326 0.43940
H -0.42444 -6.15976 1.66655
H 0.34860 -5.05762 0.52673
H -0.95841 -6.20761 0.03638
H 0.51992 -7.94452 0.33880
*
```

---

# 6
A structure of composition C3H2LiMgO3 in a non-equilibrium geometry, computed with ωB97M-V/def2-TZVPD.

frontier orbital gap (alpha / beta)	3.6807 / 5.0437	eV
HOMO level (alpha / beta)	-4.758 / -6.262	eV
ΔE to the lowest compared entry with this formula, charge and spin	3.7546	eV

Structure (ORCA input):
```
! RIJCOSX wB97M-V def2-TZVPD def2/J DEFGRID3
* xyz 0 2
C -2.07907 -0.06095 0.29084
O -3.19712 0.27202 -0.24935
H -0.74127 1.01844 -1.07309
Li -4.48802 -0.85996 0.16228
C -0.84248 0.32847 -0.23345
O 0.19176 -0.62822 -0.10990
C 1.39461 -0.40121 -0.61668
O 1.57352 0.63818 -1.31072
Mg 3.42319 -0.35950 -1.32140
H -1.54076 0.79282 1.11102
*
```